1.
Entry from the Open Molecules 2025 dataset: C5H8N2O in the gas phase (ωB97M-V/def2-TZVPD).

Results
SMILES string: [H]\N=C/C(/C=C(/C)O)=N/[H]
2S+1: 1
HOMO-LUMO gap: 8.40 eV
LUMO energy: 0.39 eV
DFT total energy: -10338.904 eV

```
16
Properties=species:S:1:pos:R:3:forces:R:3
C 1.09616 1.76081 0.91456 -0.46 0.37 0.18
C -0.01057 0.83088 0.51987 1.28 -1.58 -1.51
C -1.03081 -0.77785 -1.10090 5.38 -1.83 0.37
C -0.07467 0.23790 -0.71801 -2.03 4.68 2.11
C 0.10876 -1.90931 -0.73901 -4.17 -2.12 -0.54
O -0.71878 0.26883 1.55560 -0.20 0.40 -0.17
N -1.84570 -0.98243 -2.00887 -1.71 -0.44 -0.25
N 0.36817 -2.40463 0.38922 1.65 0.48 0.18
H -0.50627 0.72211 2.37943 -0.04 0.00 -0.08
H -2.38026 -0.16125 -2.29762 0.25 0.18 0.03
H 0.21253 -1.77030 1.16872 -0.79 -0.05 0.02
H 0.41675 0.73201 -1.54445 0.28 -0.08 0.03
H 0.26758 -2.55863 -1.60137 0.46 0.15 -0.33
H 0.66061 2.65424 1.38808 0.24 -0.13 -0.02
H 1.68047 2.08987 0.05270 -0.11 -0.14 0.13
H 1.75603 1.26775 1.64205 -0.06 0.12 -0.15
```
Positions in Å, forces in eV/Å.


2.
Entry from the Open Molecules 2025 dataset: a molecular structure, C23H26IrN6O4PS (ωB97M-V/def2-TZVPD).

Results
2S+1: 5
HOMO-LUMO gap (alpha / beta): 6.06 / 7.25 eV
LUMO energy (alpha / beta): -0.68 / -1.12 eV
DFT total energy: -64363.185 eV

```
62
Properties=species:S:1:pos:R:3:forces:R:3
Ir 0.11311 0.30040 1.80820 0.26 0.04 0.12
O -1.24936 -0.98792 3.45546 -0.11 0.03 0.20
S -1.24512 -2.03681 2.43629 0.26 -0.09 0.26
O -1.80598 -3.30268 2.79435 -0.09 -0.03 -0.04
O -2.10835 -1.39594 1.27835 -0.43 -0.15 -0.16
O 0.12509 -2.12222 1.86781 0.20 0.31 -0.17
N 2.14989 0.17316 3.07201 -0.14 -0.15 0.03
C 3.17336 0.78097 2.30436 0.23 0.10 0.04
C 4.25997 1.42193 2.83579 -0.18 -0.12 0.05
C 5.22131 2.02268 1.99802 0.07 0.05 -0.14
C 5.11489 1.94340 0.63815 0.06 0.03 0.08
C 4.00280 1.29201 0.05709 -0.08 -0.05 0.05
C 3.80559 1.18923 -1.33718 -0.12 -0.03 -0.05
C 2.66764 0.59774 -1.81454 0.12 0.06 0.01
C 1.69382 0.16257 -0.90216 0.12 0.04 0.09
N 1.84644 0.24819 0.40223 -0.28 -0.22 -0.24
C 3.00750 0.75429 0.89689 0.16 0.10 -0.07
H 2.13774 -0.84002 2.97733 0.02 -0.02 0.04
H 2.18609 0.40990 4.05425 -0.01 0.04 0.00
H 4.38841 1.46021 3.91113 -0.01 -0.01 0.00
H 6.06102 2.53272 2.45087 0.01 0.00 -0.03
H 5.85750 2.38748 -0.01226 0.01 0.00 0.03
H 4.54932 1.60288 -2.00597 0.00 -0.01 -0.03
H 2.48105 0.49733 -2.87445 0.02 0.01 0.00
H 0.75409 -0.24900 -1.24384 -0.07 -0.02 -0.01
C -1.10483 1.92223 2.31795 -0.13 0.17 0.00
C -0.20955 2.67634 1.46054 0.06 -0.16 0.05
C 0.97493 3.26849 1.98194 0.00 0.06 -0.02
C 1.91196 3.83818 1.15650 -0.07 0.00 -0.03
C 1.69931 3.87049 -0.23001 -0.21 -0.18 0.17
C 0.49555 3.37553 -0.76364 0.01 0.04 0.06
C -0.44213 2.80924 0.06104 0.05 0.03 0.02
C 2.72215 4.35854 -1.08468 0.29 0.26 -0.23
N 3.57348 4.74606 -1.75877 -0.05 -0.10 0.02
H -2.11746 1.78341 1.94509 0.01 0.00 -0.01
H -1.06529 2.16110 3.37662 -0.03 -0.03 0.00
H 1.14547 3.23391 3.05133 -0.02 -0.02 0.00
H 2.82778 4.24501 1.56584 0.01 0.00 -0.02
H 0.31747 3.44056 -1.82924 0.03 0.01 -0.01
H -1.36601 2.42075 -0.35043 -0.01 -0.01 0.01
C -3.49848 -1.77828 -3.22167 -0.04 -0.01 -0.03
N -2.40600 -2.74525 -3.13965 0.07 0.05 0.15
C -2.94314 -4.01766 -2.65963 0.00 -0.02 0.02
N -3.65495 -3.91024 -1.39305 0.00 -0.08 0.08
C -4.70892 -2.91031 -1.52644 -0.02 -0.04 0.00
N -4.23064 -1.60360 -1.97201 0.00 0.05 -0.01
C -3.41944 -0.95495 -0.93829 0.05 -0.02 -0.17
P -1.95456 -1.97180 -0.46117 0.10 0.17 0.02
C -1.34045 -2.26381 -2.25786 -0.03 -0.06 -0.40
C -2.75892 -3.61264 -0.26796 -0.09 -0.07 -0.03
H -4.20351 -2.13626 -3.97594 0.02 0.02 0.00
H -3.10205 -0.81407 -3.54687 0.01 -0.01 0.01
H -2.12626 -4.73387 -2.55387 -0.01 0.01 -0.01
H -3.64117 -4.39207 -3.41192 0.01 0.00 0.00
H -5.21989 -2.79799 -0.56888 0.00 0.00 -0.01
H -5.42651 -3.27316 -2.26662 0.00 0.00 0.03
H -4.03003 -0.78241 -0.05322 0.01 -0.01 0.04
H -3.08833 0.01939 -1.30911 0.02 -0.01 0.02
H -0.52011 -2.98599 -2.25150 -0.03 0.02 0.12
H -0.95353 -1.32293 -2.65953 0.00 0.03 0.08
H -3.32000 -3.60885 0.66664 -0.02 -0.02 0.01
H -2.00375 -4.39562 -0.17971 0.01 0.01 -0.03
```
Positions in Å, forces in eV/Å.


3.
Entry from the Open Molecules 2025 dataset: C11H12N2S in the gas phase (ωB97M-V/def2-TZVPD).

Results
SMILES string: Cc1ccsc1C1(c2cnc[nH]2)CC1
2S+1: 1
HOMO-LUMO gap: 9.13 eV
LUMO energy: 0.63 eV
DFT total energy: -25414.733 eV

```
26
Properties=species:S:1:pos:R:3:forces:R:3
C 2.76071 0.93733 -1.04575 0.58 -2.29 -2.28
C -2.78603 0.01799 -0.39182 0.95 0.90 1.57
C 2.79733 1.95215 -0.21776 -2.11 0.38 2.51
C -3.19362 2.07594 -0.22627 -1.61 3.33 -2.06
C 1.65591 0.00840 -0.80783 -0.54 2.77 0.29
C -1.77464 0.53346 0.41065 1.48 -0.37 -2.03
C 0.89992 0.43216 0.27691 0.15 -0.06 -0.61
C -0.50865 -0.24435 2.36821 0.15 -1.95 -0.15
C -0.53235 -1.45296 1.41630 1.54 1.40 -0.48
C -0.37395 -0.02051 0.89042 -2.99 -0.34 -0.04
C 1.28703 -1.15726 -1.60868 4.17 -0.89 -0.50
N -3.65133 1.00579 -0.73371 -1.33 -1.61 -1.10
N -2.03647 1.91018 0.37084 2.30 -0.84 2.76
S 1.52578 1.84278 0.97179 0.86 0.82 -0.19
H 3.55544 0.84169 -1.83689 -1.18 -0.18 0.72
H -3.02520 -0.95659 -0.67140 0.10 -1.50 -0.33
H 3.36769 2.80073 -0.12075 1.66 1.48 -0.20
H -3.57276 3.05166 -0.61710 0.32 -0.67 1.21
H -1.42077 -0.05240 2.93372 0.30 0.32 -0.41
H 0.39446 -0.29727 2.91680 0.70 0.46 0.75
H 0.37152 -2.07795 1.30623 -0.61 0.45 0.38
H -1.42795 -1.89910 1.10817 -1.17 -0.70 0.05
H 2.05249 -1.83333 -1.15651 -0.56 -0.63 -0.89
H 0.39799 -1.48472 -1.28247 -3.41 -1.36 0.84
H 1.37276 -1.24624 -2.71196 0.06 0.80 0.76
H -1.70666 2.47628 1.14588 0.18 0.29 -0.58
```
Positions in Å, forces in eV/Å.


4.
Entry from the Open Molecules 2025 dataset: a molecular structure, C11H12O (ωB97M-V/def2-TZVPD).

Results
2S+1: 1
HOMO-LUMO gap: 9.43 eV
LUMO energy: 0.97 eV
DFT total energy: -13646.117 eV

```
24
Properties=species:S:1:pos:R:3:forces:R:3
C 3.41710 -0.02544 0.03413 0.17 0.09 -0.02
C 2.87544 -1.18942 0.55902 0.04 -0.16 0.08
C 2.61656 1.01116 -0.43728 0.08 -0.13 0.02
C 1.49997 -1.38578 0.62291 0.07 -0.09 -0.02
C 1.25305 0.82197 -0.35369 -0.20 -0.34 0.07
C 0.71767 -0.36073 0.14367 -0.14 0.44 -0.02
C -2.55289 -1.51247 -0.98459 0.06 -0.01 -0.08
C -1.47205 -0.75073 -1.09232 -0.27 -0.24 0.07
C 0.02859 1.63643 -0.63679 -1.24 -2.55 0.96
C -0.77474 -0.10563 0.03108 1.57 2.99 -0.81
C -2.52319 0.85913 1.29360 -0.27 0.17 -0.03
O -1.39780 0.01126 1.24751 0.18 -0.47 -0.08
H 4.49256 0.07761 0.01177 0.09 0.03 -0.03
H 3.54250 -1.95388 0.93208 0.03 -0.06 0.00
H 3.06182 1.91679 -0.82473 -0.02 0.08 -0.03
H 1.08690 -2.29512 1.03456 -0.06 -0.06 0.02
H -3.00463 -1.95720 -1.85527 -0.04 -0.08 -0.16
H -3.00743 -1.74534 -0.03590 -0.05 0.09 0.23
H -1.01598 -0.59348 -2.06114 0.04 0.03 -0.05
H -0.18106 2.43482 0.05991 -0.07 0.18 0.08
H -0.23071 1.85432 -1.66241 0.02 0.15 -0.20
H -2.90956 0.78823 2.30981 -0.06 0.02 -0.10
H -3.29515 0.56902 0.57385 0.06 0.01 0.11
H -2.22700 1.89449 1.09021 0.01 -0.09 -0.01
```
Positions in Å, forces in eV/Å.


5.
Entry from the Open Molecules 2025 dataset: a molecular structure, C6H10N2 (ωB97M-V/def2-TZVPD).

Results
2S+1: 1
HOMO-LUMO gap: 9.94 eV
LUMO energy: 0.30 eV
DFT total energy: -9357.243 eV

```
18
Properties=species:S:1:pos:R:3:forces:R:3
C -1.46709 -0.92291 -1.26387 -1.65 3.03 0.67
C -0.07909 -0.42915 -0.84176 -0.40 -0.72 -0.71
C 0.62097 1.38714 -0.35250 4.99 -1.92 0.83
C 0.06774 0.14446 0.61149 2.59 0.70 -4.24
C 1.03986 -0.49875 1.63022 2.12 2.47 1.43
C -1.09363 0.31328 1.36219 -6.74 -1.02 8.42
H -2.27192 0.07251 -0.91382 2.33 -3.13 -0.41
H -1.70264 -1.84997 -0.66891 -0.46 0.73 -1.39
H -1.65789 -0.70497 -2.38843 0.60 -1.66 1.76
H 0.88303 -1.06736 -0.79548 -1.80 0.27 -1.16
H 1.09122 0.49796 -2.41027 -3.78 2.14 2.93
H 0.69112 2.33698 0.11631 -1.35 1.51 -0.41
H 1.77930 1.25193 -0.60635 -1.84 -0.09 1.92
H 0.64144 -1.42961 2.16241 0.30 1.67 -0.65
H 0.93940 0.61506 2.32521 1.35 -3.96 -0.85
H 2.22842 -0.74510 1.30958 -3.46 1.07 0.53
N 0.10933 0.87389 -1.64014 2.69 -2.58 -1.38
N -1.81957 0.15460 2.36413 4.52 1.49 -7.27
```
Positions in Å, forces in eV/Å.


6.
Entry from the Open Molecules 2025 dataset: CN4O3 in the gas phase (ωB97M-V/def2-TZVPD).

Results
SMILES string: O=[N+]([O-])c1nnon1
2S+1: 1
HOMO-LUMO gap: 9.70 eV
LUMO energy: -2.14 eV
DFT total energy: -13130.692 eV

```
8
Properties=species:S:1:pos:R:3:forces:R:3
C 0.19250 -0.03633 -0.05782 -6.94 1.07 -0.17
N -1.10438 0.26418 -0.88633 -1.44 -1.99 -1.85
N -0.01032 -0.92077 1.15549 4.24 1.31 -3.25
N 1.15675 -0.90684 1.58334 -1.44 1.29 0.52
N 1.17619 0.75072 -0.03773 -0.75 -0.77 -0.95
O -1.63439 -1.00142 -1.18221 1.99 7.14 1.16
O -1.47913 1.46853 -1.24487 1.83 -6.54 1.88
O 1.90320 0.27127 0.88252 2.52 -1.51 2.66
```
Positions in Å, forces in eV/Å.


Taking the records one at a time from the top gives ΔE to the lowest compared entry with this formula, charge and spin values of 88.2 27.8 59.1 58.0 165.9 73.0 kcal/mol.
Taking the records one at a time from the top gives max |F| values of 0.111 0.009 0.084 0.067 0.211 0.146 hartree/bohr.